(1)
C61H159N9O19 | the ωB97M-V functional and the def2-TZVPD basis

The geometry in XYZ format:
```
248
Properties=species:S:1:pos:R:3:forces:R:3:lowdin_charge:R:1
C 2.5996 -0.2488 -3.2157 0.368 0.507 0.552 -0.11
O 1.3187 -0.4737 -3.6824 -1.531 -0.318 -0.693 -0.22
C 1.1584 -0.1922 -5.0864 -0.858 -0.101 0.855 -0.19
C -0.3141 -0.1629 -5.3832 -1.816 -0.085 0.736 -0.21
N -0.6908 0.6029 -6.5922 -0.527 -0.531 -0.383 -0.03
C -2.1611 0.3750 -6.8129 1.522 -1.138 -0.521 -0.21
C -2.7323 1.0534 -8.0171 1.900 1.198 0.204 -0.21
O -1.9555 0.6663 -9.1366 0.779 -1.313 2.333 -0.18
C -2.3716 1.2186 -10.2829 -1.335 0.662 -2.688 -0.17
H 2.8923 0.7262 -3.5748 0.616 0.480 0.091 0.08
H 3.3051 -0.9896 -3.5369 0.547 -0.563 -0.460 0.08
H 2.6110 -0.2643 -2.1232 -0.207 0.101 -0.076 0.08
H 1.5633 -1.0145 -5.6321 1.003 -0.386 -0.677 0.11
H 1.5463 0.7808 -5.3588 0.581 0.202 0.039 0.12
H -0.8055 0.3425 -4.4902 0.400 -0.590 -1.048 0.12
H -0.7349 -1.2179 -5.4406 0.416 0.953 0.230 0.12
H -0.2400 0.1752 -7.4189 -0.151 0.421 0.605 0.12
H -2.6662 0.5680 -5.9061 -0.762 0.733 0.981 0.09
H -2.2914 -0.6894 -6.9625 -0.213 -0.654 -0.106 0.11
H -2.5791 2.1372 -7.9028 -0.493 0.055 0.039 0.13
H -3.7531 0.8080 -8.2134 -0.917 -0.140 0.204 0.12
H -2.4612 0.4322 -11.0308 0.275 -0.143 -0.366 0.08
H -1.6610 1.9706 -10.6853 -0.596 0.015 0.307 0.10
H -3.4305 1.5727 -10.2136 0.811 0.417 -0.038 0.10
C 5.1045 -3.3583 2.7564 -1.300 -0.957 0.369 -0.14
O 5.3804 -2.9293 1.4329 -1.232 -1.179 -0.241 -0.19
C 4.4091 -3.5165 0.4877 0.314 1.190 0.131 -0.17
C 4.7151 -3.0035 -0.9450 -1.087 0.518 1.478 -0.21
N 5.8489 -3.6567 -1.5115 0.929 0.168 -0.708 -0.05
C 7.1917 -3.1213 -1.2320 -1.118 0.283 0.235 -0.20
C 8.1740 -4.0064 -1.8882 0.204 -0.872 -0.482 -0.25
O 7.8712 -5.3656 -1.5633 0.001 0.075 -0.346 -0.20
C 8.6258 -6.1967 -2.4223 -1.875 -0.622 -0.316 -0.11
H 5.2565 -4.4762 3.0158 -0.327 1.380 -1.004 0.11
H 4.0594 -3.0551 3.0536 0.653 -0.526 -0.353 0.08
H 5.7254 -2.8527 3.4568 0.860 0.676 0.239 0.06
H 3.3474 -3.3509 0.7866 0.814 0.434 0.096 0.10
H 4.5133 -4.5922 0.4833 0.322 -0.558 0.091 0.09
H 4.8116 -1.8920 -0.9255 0.276 -0.714 0.050 0.13
H 3.7820 -3.1685 -1.5243 0.495 -0.235 -0.025 0.10
H 5.8733 -4.6463 -1.2837 -0.180 0.206 -0.103 0.10
H 7.4833 -3.1526 -0.1861 -0.446 0.373 0.572 0.11
H 7.2644 -2.0814 -1.6042 0.052 -0.492 0.186 0.13
H 9.1598 -3.8120 -1.4950 0.650 0.388 -0.151 0.12
H 8.1526 -3.9229 -2.9756 0.058 0.234 -0.134 0.12
H 8.5558 -5.8088 -3.4486 0.167 -0.269 0.085 0.09
H 8.2054 -7.2232 -2.3991 0.187 0.610 0.073 0.10
H 9.6238 -6.2273 -2.0976 1.644 -0.073 0.274 0.07
C -2.6879 -5.0640 -1.2563 0.948 -0.250 -0.857 -0.12
O -2.5705 -5.1514 0.1539 -1.758 -1.381 0.100 -0.23
C -3.6918 -6.0046 0.6387 1.363 2.837 1.288 -0.15
C -3.5766 -5.9551 2.1428 -0.553 -1.689 -0.365 -0.24
N -2.3245 -6.4735 2.6182 0.034 -0.890 1.107 -0.03
C -2.3984 -6.7799 4.0839 0.077 2.035 -0.318 -0.19
C -1.0559 -7.2474 4.6147 -0.943 0.094 -0.401 -0.22
O -0.1778 -6.1680 4.3339 -0.869 -0.329 -0.777 -0.21
C 1.0947 -6.4173 4.7978 0.047 -0.274 1.642 -0.13
H -3.6594 -4.6008 -1.5945 0.919 -0.662 0.296 0.10
H -2.4363 -6.0765 -1.7048 -0.873 0.938 0.258 0.11
H -1.8434 -4.4414 -1.5799 -0.435 0.157 -0.024 0.05
H -3.6175 -7.0170 0.3293 0.143 -0.821 -0.844 0.11
H -4.6230 -5.4853 0.3805 0.028 -0.446 -0.417 0.13
H -4.3536 -6.6062 2.5336 -0.417 -0.044 0.115 0.12
H -3.7555 -4.9822 2.5118 -0.373 1.398 0.359 0.08
H -1.6884 -5.7249 2.4653 1.099 0.364 0.127 0.07
H -3.1961 -7.4711 4.2101 -0.424 -1.047 0.164 0.10
H -2.7319 -5.8774 4.6672 0.378 -0.408 -0.396 0.13
H -0.8624 -8.1885 4.0616 0.735 0.411 0.181 0.13
H -1.0601 -7.4652 5.7076 -0.125 0.150 -0.558 0.13
H 1.5267 -7.3022 4.3447 0.326 -0.201 -0.121 0.09
H 0.9899 -6.5499 5.8896 0.513 -0.372 -0.074 0.09
H 1.7144 -5.5511 4.6895 0.370 0.482 -0.530 0.07
C 1.3787 3.9821 -3.2794 -0.708 -0.751 0.460 -0.09
O 0.3251 3.1773 -3.8535 0.591 0.770 -0.120 -0.20
C -0.6915 4.0528 -4.3278 -0.768 -0.678 0.081 -0.20
C -1.9904 3.2418 -4.6032 0.337 0.259 0.135 -0.16
N -2.3806 2.3970 -3.4653 -0.362 0.549 -0.754 -0.02
C -2.9749 3.1202 -2.3428 1.608 -0.624 0.460 -0.21
C -4.4406 3.3504 -2.3830 -0.577 0.609 0.756 -0.21
O -4.6974 4.1758 -1.2300 -0.091 0.151 -0.550 -0.23
C -6.0674 4.4921 -1.0868 -0.232 0.369 -0.278 -0.12
H 2.1898 3.3460 -2.9343 -0.060 -0.254 -0.172 0.08
H 0.9955 4.5165 -2.4088 -0.063 0.110 0.149 0.08
H 1.7656 4.7113 -3.9700 0.159 0.266 -0.567 0.08
H -0.3469 4.6981 -5.1290 0.108 -0.382 -0.861 0.12
H -0.8830 4.7802 -3.5718 -0.416 0.566 1.136 0.08
H -1.8695 2.6108 -5.4615 0.566 -0.511 -0.408 0.07
H -2.8316 3.8653 -4.9225 0.163 0.401 0.435 0.12
H -1.5312 1.9076 -3.2046 -0.210 0.051 0.445 0.08
H -2.5217 4.1129 -2.1580 0.012 -0.241 -0.152 0.11
H -2.7452 2.5153 -1.4706 -0.030 0.074 0.349 0.09
H -5.1018 2.5024 -2.2766 0.169 -0.776 -0.154 0.10
H -4.6815 3.8133 -3.3274 -0.444 0.682 -0.377 0.12
H -6.2371 4.8639 -0.0589 0.272 0.255 -0.624 0.09
H -6.6670 3.5654 -1.1236 -0.044 0.304 -0.423 0.08
H -6.3775 5.2524 -1.8883 0.116 -1.049 1.166 0.11
C 0.5672 -3.3295 2.6130 0.645 -0.118 1.194 -0.11
O 1.3503 -2.7656 1.6150 0.012 0.192 -0.415 -0.21
C 0.7337 -2.9035 0.3538 -0.026 0.815 -0.647 -0.22
C -0.6203 -2.2547 0.2431 -0.180 -0.007 0.470 -0.20
N -0.6103 -0.8320 0.5379 -1.044 -0.164 -0.523 0.00
C 0.1003 -0.0411 -0.4288 0.932 -1.187 -0.345 -0.23
C -0.1575 1.3890 -0.3370 1.167 2.151 0.160 -0.22
O 0.4580 1.8352 0.8770 -0.256 1.073 -0.073 -0.21
C 0.5014 3.2850 0.9651 0.460 -1.226 1.152 -0.07
H 1.1981 -3.3264 3.5284 -0.487 -0.162 -0.402 0.10
H 0.3520 -4.3590 2.3203 -0.471 -0.179 0.381 0.09
H -0.3329 -2.7355 2.8218 0.100 -0.371 -0.157 0.06
H 0.6330 -3.9250 -0.0112 0.323 -0.323 0.181 0.10
H 1.3729 -2.3206 -0.2791 0.677 -0.131 -0.796 0.11
H -1.2963 -2.8173 0.8824 -0.406 0.304 0.198 0.09
H -1.0025 -2.4375 -0.7689 0.150 0.226 0.051 0.11
H -0.3699 -0.5744 1.4780 0.208 -0.173 0.312 0.11
H -0.1396 -0.3688 -1.4385 -0.215 -0.231 -0.150 0.12
H 1.2095 -0.1333 -0.3468 -0.359 -0.095 -0.065 0.11
H -1.1923 1.6907 -0.2957 -0.672 -0.182 -0.156 0.10
H 0.3347 1.9100 -1.2031 -0.386 -0.324 0.450 0.14
H 1.3615 3.6829 0.4412 0.027 0.032 -0.309 0.05
H 0.6235 3.5096 2.0429 -0.070 0.016 -0.518 0.08
H -0.4072 3.7584 0.6154 -0.330 0.017 -0.239 0.07
C 3.9339 5.4271 -0.5701 1.104 -2.532 0.629 -0.06
C 3.2234 5.8829 0.6557 -1.936 0.262 0.059 -0.45
C 3.7660 7.1758 1.1541 1.159 1.025 -0.419 -0.21
O 3.4763 8.1653 0.1275 0.511 0.778 1.038 -0.24
C 4.2008 9.4084 0.3503 -0.863 -0.787 0.467 -0.09
N 1.7781 6.0583 0.3025 -0.346 0.695 0.352 0.05
H 3.3540 4.5717 -0.9841 0.318 0.791 -0.202 0.07
H 4.8971 4.9386 -0.2366 -0.575 0.798 -0.638 0.10
H 4.0932 6.2449 -1.2550 0.034 -0.006 -0.367 0.08
H 3.2332 5.1593 1.5013 0.173 0.221 -0.673 0.14
H 4.8739 7.0626 1.2428 -0.484 0.290 0.140 0.13
H 3.3453 7.4479 2.1327 0.031 0.125 -0.268 0.11
H 4.0841 9.7376 1.4249 -0.188 -0.040 -1.095 0.09
H 3.8089 10.1686 -0.3879 0.613 -0.877 0.930 0.10
H 5.2600 9.1659 0.2390 0.129 0.458 -0.345 0.07
H 1.5829 6.9590 -0.1786 0.843 -0.814 -0.006 0.09
H 1.3502 6.2573 1.1968 -0.407 -0.403 0.313 0.02
C -4.7242 -1.9220 1.7482 -0.176 0.438 0.687 -0.06
C -4.4480 -2.2297 3.2196 0.307 -1.566 0.309 -0.43
C -2.9358 -2.1793 3.5022 -1.182 0.773 -0.297 -0.22
O -2.6225 -2.5931 4.7947 -1.198 -0.990 0.463 -0.19
C -1.4983 -2.0191 5.3541 1.374 1.144 0.066 -0.12
N -5.1991 -1.2857 4.0544 -0.739 -0.318 -0.151 0.05
H -4.5345 -0.8313 1.6699 -0.151 -0.698 -0.664 0.06
H -5.7718 -2.1738 1.5195 0.211 0.442 0.056 0.09
H -4.1264 -2.5363 1.0722 0.262 0.270 0.015 0.07
H -4.7271 -3.3201 3.3616 0.008 1.025 0.350 0.13
H -2.6333 -1.1282 3.4437 0.310 0.043 -0.735 0.13
H -2.5278 -2.8419 2.7362 0.641 0.232 -0.016 0.10
H -1.4068 -2.3924 6.3870 0.054 0.054 -0.470 0.09
H -1.5857 -0.8777 5.4136 0.166 -1.289 -0.215 0.11
H -0.5806 -2.2993 4.7520 -0.755 0.477 0.903 0.08
H -4.9227 -1.2682 5.0249 0.590 -0.278 0.143 0.08
H -6.1712 -1.6063 4.1080 0.284 0.380 -0.278 0.09
C -2.3485 6.6256 3.6775 -0.445 -0.367 0.561 -0.05
C -1.5899 6.7850 2.3816 -1.203 -1.530 -0.775 -0.45
C -2.4345 7.5954 1.4085 0.666 0.154 -0.800 -0.17
O -1.7994 7.6456 0.1133 -0.085 0.154 1.169 -0.18
C -2.3676 6.7081 -0.7403 -0.713 -0.745 -0.440 -0.13
N -0.2511 7.3390 2.5013 -0.219 1.083 0.618 0.05
H -3.1524 5.8509 3.5365 0.655 1.031 0.257 0.08
H -2.7681 7.5631 4.0860 0.023 -0.276 -0.366 0.09
H -1.6755 6.2490 4.4415 0.092 -0.191 0.205 0.06
H -1.5180 5.7442 1.9886 0.343 0.579 -0.017 0.13
H -2.3802 8.5860 1.8202 -0.272 0.891 -0.028 0.12
H -3.4955 7.3272 1.2679 0.392 -0.274 0.390 0.13
H -2.3280 5.6436 -0.4154 0.004 0.635 0.228 0.08
H -1.8649 6.7611 -1.6802 0.600 0.065 -0.678 0.07
H -3.4088 6.9778 -0.9523 -0.146 -0.236 0.144 0.09
H 0.0213 7.6585 1.5757 0.106 -0.154 -0.132 0.07
H -0.3093 8.2263 3.0348 0.037 -0.654 -0.165 0.12
C 4.3541 1.7314 2.9471 -0.481 -0.045 -0.395 -0.04
C 3.7180 0.3267 2.8545 1.631 0.104 2.069 -0.47
C 2.5939 0.1748 3.8594 -0.419 0.263 0.404 -0.21
O 3.0548 0.4523 5.1608 -0.587 0.174 0.629 -0.19
C 2.0419 0.4956 6.1773 -0.053 0.274 -0.904 -0.10
N 3.2665 0.1526 1.5476 -1.380 -1.422 -2.342 0.06
H 4.9789 1.8603 2.0682 0.154 0.011 -0.106 0.07
H 4.9507 1.9467 3.8233 -0.061 -0.209 0.343 0.07
H 3.5529 2.4939 2.8751 0.231 -0.268 0.100 0.07
H 4.4689 -0.4761 3.0491 -0.220 0.672 0.056 0.14
H 2.1829 -0.8468 3.8358 -0.138 0.092 -0.233 0.12
H 1.8117 0.9146 3.5832 -0.014 -0.361 0.048 0.12
H 2.6078 0.8337 7.0459 -0.611 0.345 0.105 0.09
H 1.6278 -0.4824 6.4094 0.143 -0.531 -0.093 0.07
H 1.1154 1.1019 5.8944 1.435 -0.159 0.324 0.10
H 2.8687 -0.8010 1.4178 0.413 0.809 0.139 0.08
H 2.4885 0.7802 1.3828 -0.205 0.221 -0.266 0.05
C -0.2722 -4.2146 -5.3169 -1.061 -0.056 0.772 -0.04
C -0.0860 -4.2911 -3.7842 -0.209 0.914 -1.530 -0.46
C 1.3461 -4.4448 -3.4084 0.365 0.121 0.417 -0.04
O -0.6646 -3.1179 -3.1838 -0.146 -0.042 0.367 -0.08
H -1.3066 -3.9145 -5.4801 -0.125 -0.023 -0.152 0.08
H -0.1460 -5.1778 -5.7687 0.133 -0.717 -0.201 0.07
H 0.3367 -3.5312 -5.8775 0.671 0.589 0.164 0.06
H -0.6634 -5.1291 -3.4419 -0.420 -0.336 0.343 0.12
H 1.7717 -3.4317 -3.5565 0.516 -0.731 -0.007 0.09
H 1.8181 -5.2428 -4.0019 0.079 0.563 0.002 0.10
H 1.4258 -4.7529 -2.3639 0.109 0.241 0.068 0.06
H -0.0487 -2.3677 -3.2009 0.133 -0.227 -0.213 0.06
C -5.1658 2.0369 1.5125 0.263 -0.155 0.530 -0.04
C -3.8286 2.0111 2.3337 -0.071 -1.545 -0.460 -0.48
C -3.0709 3.2973 2.3181 -0.074 0.110 -1.706 -0.07
O -4.0593 1.6234 3.6939 0.256 0.152 -0.729 -0.06
H -5.8819 2.7733 1.8851 0.232 0.196 0.295 0.08
H -5.7269 1.0703 1.5561 0.770 0.558 -0.146 0.08
H -4.9457 2.3264 0.4840 -0.025 -0.278 -0.098 0.05
H -3.1310 1.2787 1.8044 -0.844 0.293 0.688 0.14
H -2.1238 3.2979 2.8791 -0.275 -0.187 -0.496 0.09
H -3.6959 4.0702 2.6610 -0.838 1.091 0.959 0.04
H -3.0133 3.5469 1.2255 0.823 -0.095 0.765 0.09
H -4.4442 0.7405 3.6471 -0.311 -0.350 0.335 0.03
C 1.5960 -8.2746 -1.1265 -0.085 1.132 0.028 -0.04
C 1.0795 -7.2604 -0.1030 1.003 0.221 -0.872 -0.48
C 2.1698 -6.2740 0.3305 0.556 0.122 -0.744 -0.05
O 0.0146 -6.6009 -0.7177 -0.914 0.726 -0.719 -0.06
H 2.1477 -7.7713 -1.9125 -0.062 0.483 -0.275 0.07
H 0.7888 -8.8060 -1.6213 0.005 -0.417 0.378 0.08
H 2.3507 -8.8566 -0.6566 0.336 -1.168 0.406 0.07
H 0.7251 -7.7539 0.7728 -0.319 -0.663 0.818 0.12
H 2.7714 -5.8536 -0.5291 -0.518 -0.756 0.703 0.09
H 2.8309 -6.7179 1.0865 0.027 0.119 -0.280 0.09
H 1.7021 -5.4020 0.7557 -0.163 0.218 0.519 0.03
H -0.5873 -6.1805 -0.0882 0.057 -0.084 0.153 0.07
C 0.9857 4.2346 4.9942 -1.038 -0.794 -0.356 -0.07
C 1.8956 5.4488 5.0440 1.057 -0.472 0.623 -0.46
C 3.2776 4.9302 5.4460 0.493 1.338 -0.153 -0.05
O 2.0242 6.2372 3.8538 0.120 -1.001 0.847 -0.07
H -0.0283 4.4727 4.6149 0.295 -0.014 0.471 0.07
H 0.9292 3.6884 5.9717 -0.160 0.982 -0.529 0.09
H 1.3326 3.4362 4.3417 0.446 0.119 -0.459 0.05
H 1.5312 6.0546 5.8837 -0.019 0.322 -0.204 0.13
H 3.9634 5.6982 5.8125 -0.338 0.254 0.182 0.08
H 3.8456 4.4912 4.6560 -0.070 -0.453 -1.074 0.06
H 3.2030 4.1772 6.1862 -0.207 -0.686 0.958 0.06
H 1.1380 6.4412 3.5366 -0.484 0.338 -0.390 0.02
C -5.2903 -0.3822 -3.5171 0.342 -0.703 -0.908 -0.05
C -4.0875 -0.8218 -2.6950 2.315 0.568 0.442 -0.45
C -4.1348 -0.2520 -1.2329 -0.699 -0.348 -1.366 -0.03
O -3.8163 -2.2354 -2.7359 -0.565 0.111 0.058 -0.07
H -6.1954 -0.6617 -2.9927 -0.392 0.207 0.084 0.07
H -5.3409 -0.8560 -4.5293 0.287 0.091 0.845 0.09
H -5.2341 0.6927 -3.7261 -0.138 -0.140 0.417 0.06
H -3.1484 -0.3715 -3.1292 -0.985 0.039 0.117 0.12
H -3.3097 -0.5763 -0.6128 0.196 -0.305 0.072 0.06
H -5.1023 -0.4344 -0.7468 0.250 -0.164 -0.039 0.08
H -4.0380 0.8135 -1.3670 -0.029 0.510 0.195 0.03
H -2.8529 -2.3487 -2.7763 -0.321 -0.056 -0.025 0.05
```
Forces are in eV/Å.

Output
Calculated total energy (Eh): -4341.5178
Lowest unoccupied orbital energy (eV): 0.7
Frontier orbital gap (Ha): 0.325
Energy relative to the best compared isomer or geometry (same formula, charge and spin) (kcal per mole): 39.54



(2)
CH4BBr | the ωB97M-V functional and the def2-TZVPD basis

The geometry in XYZ format:
```
7
Properties=species:S:1:pos:R:3:forces:R:3:lowdin_charge:R:1
B 0.6848 -0.4066 0.4185 1.663 3.196 -0.050 -0.29
C -0.6120 0.1143 -0.0882 -0.194 1.158 -1.616 -0.58
Br -1.5233 1.8307 0.2935 1.100 -0.676 -0.331 0.57
H 1.6348 0.3871 0.8337 -1.654 -1.351 -0.479 0.06
H 0.7578 -1.5215 0.3227 0.470 -1.992 -0.094 -0.01
H -1.4620 -0.4283 -0.4899 0.559 -0.533 -0.052 0.01
H 0.5199 0.0242 -1.2903 -1.944 0.198 2.622 0.24
```
Forces are in eV/Å.

Output
Calculated total energy (Eh): -2639.2531
Lowest unoccupied orbital energy (eV): 0.0
Frontier orbital gap (Ha): 0.381
Energy relative to the best compared isomer or geometry (same formula, charge and spin) (kcal per mole): 82.82